[1]
Density functional theory data (ωB97M-V/def2-TZVPD) for a gas-phase ion, C4H10NO (charge -1) in a non-equilibrium geometry.

Properties
HOMO energy = -2.606 eV
LUMO = 4.09 eV
Orbital gap = 6.7 eV
Total charge = -1
Energy above the lowest of the compared OMol25 structures with the same formula, charge and spin = 128.43 kJ/mol

Geometry (Å):
C 2.585 0.094 0.100
C 1.202 0.493 -0.627
C 0.012 0.099 0.225
N -0.160 -1.405 0.193
C -1.512 0.805 -0.178
O -2.468 -0.032 0.176
H 2.614 0.210 1.183
H 2.433 -0.998 0.065
H 3.579 0.427 -0.337
H 1.341 1.593 -0.710
H 0.980 0.152 -1.645
H 0.134 0.454 1.239
H -1.172 -1.466 0.227
H 0.051 -2.091 0.957
H -1.555 1.872 0.390
H -1.271 0.996 -1.244



[2]
Density functional theory data (ωB97M-V/def2-TZVPD) for a molecular structure, C53H45CsN4S5Sb2.

Properties
HOMO energy = -0.873 eV
LUMO = 3.25 eV
Orbital gap = 4.1 eV
Total charge = -2
Energy above the lowest of the compared OMol25 structures with the same formula, charge and spin = 39.77 kJ/mol

Geometry (Å):
Cs 0.573 -2.334 -2.576
C 5.834 -1.091 1.217
C 4.926 -0.474 0.375
C 3.678 -1.053 0.174
C 3.343 -2.229 0.817
C 4.259 -2.866 1.643
C 5.500 -2.291 1.846
N 2.018 -2.727 0.525
N 1.720 -3.757 1.122
C 0.414 -4.283 0.789
C 0.327 -5.664 0.760
C -0.893 -6.234 0.447
C -1.978 -5.403 0.223
C -1.787 -4.033 0.301
N -0.605 -3.473 0.567
H 6.810 -0.650 1.374
H 5.180 0.450 -0.127
H 2.955 -0.606 -0.498
H 3.988 -3.807 2.103
H 6.223 -2.786 2.481
H 1.220 -6.252 0.932
H -0.993 -7.310 0.377
H -2.952 -5.800 -0.027
H -2.605 -3.347 0.115
C -1.972 1.842 1.277
C -0.506 2.168 0.981
C 0.090 1.259 -0.100
Sb 1.686 2.120 -1.298
C 0.598 3.957 -1.569
C -0.623 3.837 -2.237
C -1.426 4.950 -2.453
C -1.017 6.202 -2.012
C 0.201 6.335 -1.358
C 1.003 5.219 -1.141
C 2.925 2.745 0.365
C 2.896 2.045 1.575
C 3.757 2.372 2.617
C 4.670 3.407 2.469
C 4.732 4.098 1.267
C 3.875 3.761 0.225
Sb -2.263 -0.209 1.919
C -0.627 -0.217 3.308
C -0.473 0.752 4.303
C 0.616 0.715 5.163
C 1.568 -0.295 5.041
C 1.429 -1.263 4.058
C 0.334 -1.223 3.195
C -3.742 0.302 3.406
C -4.787 1.172 3.090
C -5.767 1.487 4.026
C -5.718 0.931 5.298
C -4.689 0.057 5.625
C -3.713 -0.256 4.686
H -2.579 1.984 0.378
H -2.372 2.487 2.063
H 0.073 2.079 1.898
H -0.441 3.216 0.684
H -0.668 0.972 -0.840
H 0.466 0.318 0.323
H -0.956 2.874 -2.615
H -2.364 4.830 -2.982
H -1.641 7.072 -2.181
H 0.529 7.308 -1.009
H 1.936 5.347 -0.607
H 2.203 1.222 1.717
H 3.711 1.808 3.541
H 5.339 3.665 3.282
H 5.458 4.892 1.134
H 3.975 4.285 -0.720
H -1.211 1.540 4.409
H 0.730 1.478 5.923
H 2.422 -0.320 5.708
H 2.172 -2.044 3.951
H 0.236 -1.975 2.418
H -4.841 1.619 2.102
H -6.567 2.168 3.762
H -6.477 1.178 6.030
H -4.644 -0.380 6.616
H -2.910 -0.933 4.961
S 5.924 -7.546 -6.327
C 4.914 -6.447 -5.543
S 4.202 -6.703 -4.017
C 3.321 -5.196 -3.819
C 3.447 -4.329 -4.859
S 2.749 -2.742 -5.053
S 4.466 -4.924 -6.162
S 2.413 -4.988 -2.342
C -0.713 2.758 -5.496
C -2.033 2.642 -5.066
C -2.427 1.648 -4.183
C -1.503 0.692 -3.674
C -0.169 0.823 -4.147
C 0.209 1.829 -5.021
N -1.775 -0.243 -2.718
C -3.047 -0.692 -2.495
C -4.028 -0.901 -3.498
C -5.276 -1.422 -3.192
C -5.621 -1.770 -1.887
C -4.664 -1.596 -0.889
C -3.412 -1.076 -1.184
H -0.414 3.542 -6.180
H -2.773 3.357 -5.416
H -3.455 1.609 -3.846
H 0.566 0.095 -3.824
H 1.242 1.875 -5.347
H -3.778 -0.666 -4.525
H -5.993 -1.573 -3.992
H -6.599 -2.175 -1.658
H -4.899 -1.864 0.137
H -2.664 -0.956 -0.405



[3]
Density functional theory data (ωB97M-V/def2-TZVPD) for 17 unconnected molecules or ions with the total composition C2H36O17 in a non-equilibrium geometry.

Properties
HOMO energy = -0.247 eV
LUMO = 4.73 eV
Orbital gap = 5.0 eV
Total charge = -2

Geometry (Å):
C -3.732 -17.614 -2.051
O -2.740 -16.678 -1.893
H -4.325 -17.237 -2.943
H -4.394 -17.560 -1.174
H -3.333 -18.635 -2.348
C -3.621 -21.608 -1.849
O -3.037 -22.900 -1.681
H -2.789 -20.942 -2.174
H -3.956 -21.348 -0.822
H -4.502 -21.552 -2.434
O -2.473 -25.521 -2.343
H -1.984 -25.983 -1.664
H -2.592 -24.641 -1.990
O -5.138 -19.344 0.959
H -4.420 -19.919 1.194
H -5.947 -19.901 0.961
O -3.308 -23.343 0.787
H -3.107 -23.253 -0.149
H -3.020 -22.497 1.200
O -0.801 -21.944 -0.371
H -0.497 -22.814 -0.221
H -1.644 -21.977 -0.706
O -5.286 -24.169 -2.770
H -5.357 -24.904 -2.170
H -4.527 -23.628 -2.482
O -1.864 -19.316 -0.405
H -0.980 -19.121 -0.651
H -2.422 -18.838 -1.108
O -2.032 -20.293 -4.804
H -1.486 -19.633 -4.352
H -1.903 -21.045 -4.274
O 0.614 -20.189 -1.965
H 0.064 -19.467 -2.246
H -0.077 -20.734 -1.718
O -1.202 -22.814 -3.649
H -0.660 -23.176 -2.919
H -2.008 -22.840 -3.149
O -5.855 -19.685 -1.852
H -5.281 -19.744 -2.594
H -5.262 -19.927 -1.113
O -6.955 -21.308 -4.472
H -6.244 -20.662 -4.446
H -7.129 -21.506 -3.503
O -3.019 -20.803 1.645
H -2.456 -20.259 1.051
H -2.861 -20.453 2.504
O -4.101 -22.625 -4.763
H -4.092 -21.908 -4.160
H -4.613 -23.294 -4.273
O -4.727 -19.597 -4.626
H -5.101 -19.123 -5.376
H -3.802 -19.734 -4.835
O -5.972 -22.374 0.051
H -6.227 -23.287 -0.047
H -5.026 -22.379 0.056



[4]
Density functional theory data (ωB97M-V/def2-TZVPD) for a molecular structure, C41H49CaCl3NO2S in a non-equilibrium geometry.

Properties
HOMO energy (spin up / spin down) = -3.458 / -3.444 eV
LUMO (spin up / spin down) = 0.61 / 0.60 eV
Orbital gap (spin up / spin down) = 4.1 / 4.0 eV
Total charge = -1
Energy above the lowest of the compared OMol25 structures with the same formula, charge and spin = 255.00 kJ/mol

Geometry (Å):
Ca -1.857 -0.224 -0.014
C 4.025 1.984 4.092
C 3.953 0.632 3.370
C 4.972 0.644 2.229
C 4.343 -0.496 4.338
C 2.530 0.384 2.894
C 2.184 0.204 1.578
C 0.850 -0.074 1.207
N 0.343 -0.230 -0.015
C 0.888 -0.297 -1.234
C 2.230 -0.511 -1.600
C 2.617 -0.532 -2.922
C 1.641 -0.316 -3.902
C 0.304 -0.140 -3.633
C -0.134 -0.199 -2.276
O -1.351 -0.180 -1.935
C -0.627 0.082 -4.823
C -0.575 -1.149 -5.743
C -0.147 1.320 -5.599
C -2.090 0.329 -4.450
C 4.067 -0.818 -3.287
C 4.330 -0.744 -4.795
C 4.991 0.197 -2.602
C 4.410 -2.239 -2.817
C -0.191 -0.135 2.234
O -1.371 -0.406 1.881
C 0.190 0.115 3.587
C 1.515 0.338 3.864
C -0.794 0.165 4.753
C -2.262 -0.015 4.365
C -0.427 -0.962 5.732
C -0.683 1.534 5.441
H 5.039 2.177 4.439
H 3.360 2.009 4.951
H 3.727 2.784 3.418
H 5.971 0.811 2.632
H 4.758 1.439 1.519
H 4.976 -0.307 1.702
H 5.375 -0.379 4.669
H 4.242 -1.461 3.846
H 3.702 -0.503 5.216
H 2.915 0.338 0.799
H 2.958 -0.709 -0.830
H 1.950 -0.310 -4.933
H 0.432 -1.329 -6.110
H -1.231 -1.005 -6.601
H -0.902 -2.034 -5.201
H 0.867 1.200 -5.969
H -0.172 2.194 -4.952
H -0.799 1.503 -6.452
H -2.526 -0.537 -3.962
H -2.662 0.539 -5.354
H -2.182 1.178 -3.779
H 4.088 0.241 -5.187
H 3.745 -1.490 -5.330
H 5.384 -0.939 -4.993
H 4.715 1.210 -2.888
H 6.026 0.020 -2.896
H 4.927 0.125 -1.520
H 3.757 -2.957 -3.310
H 4.266 -2.338 -1.745
H 5.445 -2.481 -3.056
H 1.794 0.518 4.891
H -2.432 -0.990 3.921
H -2.571 0.748 3.654
H -2.883 0.069 5.258
H -0.489 -1.921 5.222
H -1.115 -0.976 6.576
H 0.583 -0.846 6.115
H -0.916 2.319 4.724
H 0.314 1.720 5.833
H -1.391 1.593 6.266
Cl -4.436 0.283 0.246
C -4.745 1.978 0.126
C -6.067 2.378 0.070
C -6.392 3.722 -0.007
C -5.374 4.664 -0.026
C -4.061 4.258 0.020
Cl -2.829 5.465 -0.014
C -3.675 2.899 0.095
S -2.018 2.486 0.153
H -6.845 1.630 0.091
H -7.423 4.034 -0.047
H -5.596 5.718 -0.077
Cl -2.774 -3.260 2.579
C -3.563 -2.955 1.075
C -4.936 -2.886 1.050
C -5.599 -2.680 -0.155
C -4.857 -2.570 -1.330
C -3.488 -2.628 -1.302
C -2.758 -2.784 -0.087
C -1.367 -2.770 -0.073
H -5.498 -2.996 1.967
H -6.676 -2.600 -0.174
H -5.372 -2.435 -2.273
H -2.915 -2.541 -2.216
H -0.836 -2.873 -1.008
H -0.815 -3.021 0.817



[5]
Density functional theory data (ωB97M-V/def2-TZVPD) for a single C3H2O2S molecule in a non-equilibrium geometry.

Properties
HOMO energy = -9.556 eV
LUMO = -0.97 eV
Orbital gap = 8.6 eV
Total charge = 0
Energy above the lowest of the compared OMol25 structures with the same formula, charge and spin = 354.79 kJ/mol

Geometry (Å):
C -0.200 0.164 -0.148
C 0.541 -0.231 0.921
C -1.095 -0.355 -1.454
O 2.592 0.237 2.466
O -1.263 0.335 -2.407
S 1.140 0.026 2.426
H -0.339 1.174 -0.372
H -1.376 -1.351 -1.431



[6]
Density functional theory data (ωB97M-V/def2-TZVPD) for a molecular structure, C47H42CrN4OP2S5.

Properties
HOMO energy (spin up / spin down) = -10.327 / -10.472 eV
LUMO (spin up / spin down) = -3.74 / -2.91 eV
Spin multiplicity = 4
Orbital gap (spin up / spin down) = 6.6 / 7.6 eV
Total charge = +1
⟨S²⟩ = 3.871

Geometry (Å):
Cr -0.731 0.972 -0.425
S -2.633 2.294 -0.449
C -1.477 3.538 -0.851
S 0.186 2.999 -0.864
C -1.828 4.824 -1.139
C -3.202 5.203 -1.184
N -4.309 5.512 -1.228
C -0.824 5.792 -1.433
N 0.011 6.556 -1.640
C 3.115 -3.579 4.559
S 3.127 -2.209 5.724
C 2.186 -1.002 4.769
C 2.940 -0.406 3.591
C 2.121 0.612 2.809
N 0.915 0.038 2.152
P 1.040 -0.614 0.527
C 2.687 -1.316 0.408
C 3.736 -0.466 0.061
C 5.033 -0.948 0.005
C 5.283 -2.289 0.271
C 4.236 -3.145 0.580
C 2.938 -2.662 0.649
C -0.187 -1.947 0.646
C -1.160 -2.030 -0.348
C -2.248 -2.885 -0.208
C -2.344 -3.688 0.915
C -1.360 -3.637 1.897
C -0.298 -2.760 1.776
P -0.542 0.958 2.069
C -1.834 -0.019 2.877
C -1.552 -0.783 4.010
C -2.558 -1.481 4.653
C -3.857 -1.434 4.160
C -4.143 -0.684 3.031
C -3.135 0.028 2.393
C -0.385 2.437 3.099
C 0.038 3.657 2.580
C 0.157 4.767 3.403
C -0.134 4.667 4.754
C -0.555 3.454 5.283
C -0.687 2.347 4.463
H 3.615 -4.418 5.041
H 3.650 -3.354 3.637
H 2.094 -3.887 4.323
H 1.887 -0.219 5.470
H 1.271 -1.486 4.421
H 3.279 -1.206 2.934
H 3.844 0.092 3.952
H 2.750 1.129 2.077
H 1.773 1.389 3.491
H 3.548 0.577 -0.169
H 5.846 -0.283 -0.255
H 6.296 -2.667 0.226
H 4.430 -4.193 0.768
H 2.128 -3.340 0.887
H -1.039 -1.464 -1.264
H -3.006 -2.926 -0.979
H -3.184 -4.360 1.034
H -1.441 -4.265 2.775
H 0.429 -2.673 2.574
H -0.539 -0.835 4.388
H -2.330 -2.063 5.536
H -4.646 -1.978 4.663
H -5.153 -0.640 2.646
H -3.379 0.636 1.531
H 0.279 3.751 1.533
H 0.475 5.710 2.978
H -0.042 5.533 5.395
H -0.797 3.372 6.334
H -1.048 1.424 4.895
O -0.967 0.592 -2.378
S -1.247 -0.217 -3.634
C -2.699 0.544 -4.297
C -3.605 -0.270 -4.959
C -4.740 0.308 -5.511
C -4.956 1.670 -5.374
C -4.048 2.469 -4.688
C -2.903 1.911 -4.150
C -0.019 0.333 -4.789
C 0.661 1.522 -4.579
C 1.609 1.909 -5.515
C 1.852 1.122 -6.634
C 1.153 -0.061 -6.829
C 0.211 -0.468 -5.897
H -3.435 -1.337 -5.038
H -5.459 -0.307 -6.034
H -5.846 2.117 -5.797
H -4.235 3.528 -4.569
H -2.189 2.514 -3.604
H 0.462 2.120 -3.698
H 2.154 2.833 -5.375
H 2.591 1.434 -7.360
H 1.349 -0.671 -7.700
H -0.326 -1.400 -6.025
S 3.192 -2.215 -4.065
C 2.187 -3.519 -3.611
C 1.294 -3.103 -2.677
N 1.389 -1.783 -2.316
C 2.347 -1.206 -2.983
H 2.299 -4.502 -4.037
H 0.547 -3.725 -2.205
H 2.616 -0.167 -2.857



[7]
Density functional theory data (ωB97M-V/def2-TZVPD) for a molecular structure, C15H20IIrO in a non-equilibrium geometry.

Properties
HOMO energy (spin up / spin down) = -2.290 / -3.416 eV
LUMO (spin up / spin down) = 2.97 / 2.92 eV
Spin multiplicity = 6
Orbital gap (spin up / spin down) = 5.3 / 6.3 eV
Total charge = -1
⟨S²⟩ = 8.769

Geometry (Å):
Ir 0.000 0.000 0.000
C -2.102 1.020 0.635
C -1.192 2.080 0.468
C -0.813 2.125 -0.883
H -0.808 2.707 1.251
C -1.492 1.097 -1.561
C -2.292 0.414 -0.626
H -2.937 -0.420 -0.837
H -2.554 0.720 1.564
H -0.064 2.773 -1.304
H -1.375 0.839 -2.599
C 0.003 -1.709 1.721
C -1.170 -1.886 0.982
C -0.803 -2.219 -0.345
H -2.173 -1.751 1.345
C 0.601 -2.311 -0.393
C 1.103 -1.973 0.868
H 2.138 -1.873 1.141
H 0.069 -1.383 2.744
H -1.473 -2.402 -1.167
H 1.180 -2.509 -1.279
O 1.175 0.248 -1.391
C 2.069 -1.447 -3.703
C 2.788 -0.287 -3.112
C 0.898 -1.207 -4.579
C 2.675 -2.798 -3.624
C 2.514 -0.087 -1.617
H 2.519 0.642 -3.621
H 3.870 -0.410 -3.223
H 2.812 -0.984 -1.064
H 3.128 0.735 -1.233
H 1.195 -0.979 -5.614
H 0.316 -0.355 -4.230
H 0.240 -2.075 -4.633
H 3.396 -2.977 -4.436
H 1.928 -3.590 -3.700
H 3.226 -2.944 -2.693
I 1.848 1.272 1.653



[8]
Density functional theory data (ωB97M-V/def2-TZVPD) for a molecular structure, C21H31N3O3 in a non-equilibrium geometry.

Properties
HOMO energy = -7.498 eV
LUMO = -0.37 eV
Orbital gap = 7.1 eV
Total charge = 0
Energy above the lowest of the compared OMol25 structures with the same formula, charge and spin = 2183.82 kJ/mol

Geometry (Å):
C -2.458 -3.287 -3.109
C -2.936 -2.193 -2.320
C -1.970 -1.619 -1.253
C -1.782 -2.833 -0.209
N -1.094 -2.569 0.857
C 0.065 -1.781 0.777
C 0.996 -1.838 2.073
H 1.125 -2.693 2.199
H 0.721 -0.997 2.592
H 2.110 -1.458 1.552
H 0.531 -2.020 -0.092
H -0.144 -0.554 0.308
C -1.916 -1.997 1.951
C -2.518 -0.385 1.814
C -3.829 -0.101 1.380
C -3.840 1.274 1.360
C -2.429 1.511 1.415
O -1.751 0.543 1.782
C -1.625 3.059 1.047
N -0.613 2.751 0.370
C -0.822 2.680 -1.193
O -1.841 3.298 -1.501
N 0.200 2.174 -1.786
C 1.266 1.393 -1.242
C 1.637 0.301 -2.276
C 2.820 -0.576 -1.649
C 3.579 -0.327 -0.614
C 3.315 1.240 -0.046
C 2.097 1.777 -0.307
H 2.030 2.740 0.099
H 3.918 1.596 0.712
O 4.592 -0.975 -0.441
C 5.583 -0.529 0.701
C 5.034 -0.972 2.075
H 4.750 -1.958 2.198
H 4.228 -0.035 2.374
H 5.873 -0.612 2.637
H 5.833 0.505 0.829
H 6.414 -1.140 0.491
H 2.865 -1.408 -2.018
H 1.091 -0.311 -2.673
H -0.193 2.021 -2.573
H -0.036 1.976 0.651
H -2.435 3.518 0.629
H -1.471 3.452 1.974
H -4.432 1.877 0.959
H -4.604 -0.820 1.537
H -2.620 -2.661 2.310
H -1.286 -1.653 2.854
H -1.369 -3.523 -0.601
H -2.756 -3.197 0.094
H -1.169 -1.345 -1.739
H -2.384 -0.784 -0.828
H -3.947 -2.621 -1.754
H -3.228 -1.396 -2.830
H -3.153 -3.428 -3.794
H -1.587 -3.031 -3.698
H -2.418 -4.187 -2.566